C3H6N4S in the gas phase, computed with ωB97M-V/def2-TZVPD.

The gap between HOMO and LUMO comes out at 8.58 eV. The calculation puts the energy relative to the best compared isomer or geometry (same formula, charge and spin) at 4.182 eV. Its lowest unoccupied orbital energy is 0.59 eV.

```
! RIJCOSX wB97M-V def2-TZVPD def2/J DEFGRID3
* xyz 0 1
H -0.36163 2.92749 -1.49743
N -1.13992 0.90173 0.87106
H -2.17402 -0.65492 1.61883
N -1.21282 2.03653 0.23282
C 2.06753 -1.85489 -0.68937
C -0.15387 -0.01779 -0.34986
N 0.11784 0.85545 -1.23094
H -1.81541 0.64908 2.68824
H 2.65132 -0.89999 -0.35550
H 1.80040 -1.93199 -1.78880
N -2.13918 0.40190 1.70615
C -0.52725 2.00786 -0.90594
H 2.42166 -2.87049 -0.50774
S 0.46535 -1.54996 0.20847
*
```

Löwdin atomic charge list, values in e, 8 entries: 0.1065 -0.2023 0.0955 0.0183 -0.3724 -0.5211 0.0379 0.1052

=====

10 unconnected molecules or ions with the total composition C81H148N10O13, computed with ωB97M-V/def2-TZVPD.

The gap between HOMO and LUMO comes out at 7.40 eV. Its lowest unoccupied orbital energy is -0.89 eV.

```
! RIJCOSX wB97M-V def2-TZVPD def2/J DEFGRID3
* xyz 0 1
C 5.61830 1.82129 3.94698
H -1.20928 4.03423 5.36235
O 2.64113 -3.35965 -5.99403
C 0.50879 2.80320 -2.34192
O -0.77825 -1.90098 -1.07291
H -6.12527 -6.29973 0.11840
H 1.50491 5.85396 8.30766
H 7.71599 0.09883 -1.27296
H 3.72149 3.61628 3.25004
H -1.19453 3.76251 7.05069
O 5.88633 -1.57374 1.81767
H -1.59643 -8.59585 2.30483
H 8.56363 5.89598 4.86641
C 7.46733 -2.76696 0.63381
O -2.11883 -0.39851 -0.22045
H 9.35170 -3.05191 1.52325
C -5.30503 -6.89534 2.42242
H 1.19940 0.51933 6.20879
H -1.30115 -4.25155 -4.05585
H -1.22588 6.59214 -2.17683
H -6.17972 -2.39736 -6.64173
H 0.07910 -3.78222 -3.09103
H -1.07344 -3.68249 2.00073
C -5.81625 -4.17368 -4.40648
C 8.59359 2.47088 5.38887
H -7.78655 3.75704 -2.43269
H -7.77956 5.16856 0.54109
H -4.43456 -0.57529 -1.47776
C -4.62234 3.81640 0.69220
C 9.15129 -4.06343 -0.41049
H -0.97663 -3.99352 -6.79862
H 3.09031 -2.64249 -5.54054
H -7.53582 -1.23305 -3.64314
H 0.65159 -3.86833 -7.26570
C 5.90741 3.23891 6.80818
H 6.85610 2.06511 0.01124
H 4.60095 1.47524 3.83539
N -1.00862 -0.85787 -0.46960
C -6.77396 -0.80808 -2.97754
H -5.91741 7.02666 0.53910
H -1.36948 1.82588 -2.47402
H -0.27816 -6.41506 -2.95185
H -1.03508 -6.35630 1.07325
C 0.88662 1.71195 1.19835
C -1.66511 5.96814 -2.95413
C -5.20163 4.33992 -3.54482
O -4.56537 -4.48590 1.03339
C -4.34589 -6.84158 1.20243
N -5.52188 4.97430 -1.24556
C -2.58459 -5.24080 1.99489
H 10.11725 -4.53571 -0.52545
C 5.62767 3.33622 4.30352
H 0.43897 1.98472 4.42684
C -0.18402 2.17509 9.16542
H -2.61480 5.59216 -2.58902
H 0.58123 3.60563 3.92610
H 1.25944 2.80913 -5.02242
H -5.88549 5.05047 -3.96849
H -4.57557 1.96593 -2.32042
H 0.72772 -1.84624 -4.10285
H -3.59018 4.15488 0.52578
O 7.83364 -1.79962 2.69750
C 8.98544 4.91843 5.12067
H 3.14449 1.36417 8.53049
H -4.72284 -6.72343 -0.86750
C 0.31925 2.49811 -5.48165
H 9.64281 4.88732 5.98148
H -3.48822 3.24237 -1.68342
C 8.28259 -4.26250 -1.44161
C 1.17458 2.36945 8.44388
C -6.98341 4.50311 0.83939
H -2.67355 -3.03326 1.94509
H -7.40532 -4.90038 -3.13111
H -0.74012 1.31896 8.73872
O -4.15374 -0.93000 -3.95163
C 0.68148 3.29519 6.08091
H 0.18489 3.01895 -6.42836
H 0.05607 4.83700 8.29508
H -2.79714 1.66524 -4.36152
H -5.85172 -7.82993 2.27484
H 4.13192 -4.39552 -3.47357
H 4.53176 4.42203 5.78390
H 0.37031 6.02843 -4.94177
H 9.64751 4.71611 4.27829
C -0.67851 4.86030 -3.37849
H -6.89716 2.35965 -3.00654
H -5.64947 -7.99937 -0.03364
H 1.33935 -1.69587 -0.62406
N -3.60096 -5.61064 1.01010
H 2.93235 -5.48962 -6.80422
H 4.72610 2.99330 -0.20795
C -5.26638 -6.97844 0.03935
H 7.75439 4.17661 7.40655
H 2.93422 3.71509 8.58961
C 0.28872 -2.26416 -5.01970
H 5.53104 -2.63466 -0.29421
C 2.14961 1.30076 8.98166
H -4.02680 -3.73252 -6.40489
H -7.13341 -3.13136 -1.43155
H -5.60695 -3.86784 -1.71724
H -2.62748 -7.75032 3.27879
C 0.19394 -5.84099 -3.75324
C -0.27911 4.11111 -2.05690
H 0.30801 4.82987 -1.49156
C -1.99466 1.75955 -5.09485
H -7.32759 5.53032 -1.61312
H -2.50686 4.82368 -5.48028
H -6.29314 -0.02034 -3.56116
H 0.84736 2.21916 -1.48165
H 3.10617 1.96095 -1.99042
H -1.17970 1.38906 0.64282
H 2.95956 1.74552 1.54250
C 2.62095 -6.14533 -5.99752
H -5.04894 6.19254 1.84466
C -4.49748 2.83741 -1.58597
C 0.02490 -4.32648 -6.50321
H -4.25361 -2.26099 -1.08265
H 6.35610 -3.91541 -2.28961
H 8.59943 -4.87700 -2.27280
N 6.93361 4.01375 4.26000
H 6.18825 2.19084 6.79938
C -0.17896 1.00511 0.71980
H -0.84730 3.03646 9.15135
H -3.39996 -5.98080 3.87316
H 6.66004 5.20982 6.56001
C -6.37608 -3.26391 -2.21941
C -0.82745 3.34128 6.11915
C -3.83121 -3.10105 -5.53260
H -7.16031 -0.32728 -2.07898
H -1.19724 2.34439 5.85121
O 0.55458 1.01187 6.72123
H -0.78909 -2.05201 -4.98883
C -2.07364 -3.86108 1.54728
H -3.10771 -3.67861 -4.96190
C 7.87179 3.87658 5.32158
H -1.74209 0.72005 -5.29566
H -5.10825 3.47398 -4.20997
H -1.16412 3.89484 -1.46593
C 6.98555 -3.76635 -1.42160
H -3.81234 -8.92451 1.26043
H -4.23698 -3.94672 0.31420
H -5.97401 -6.04239 2.42859
C 4.11903 1.62243 -1.79239
H -4.05671 1.72816 0.26832
C -6.97752 -3.94079 -3.39990
C -5.62230 4.85862 0.18650
H 4.43267 -6.07398 -4.01336
C -4.70893 2.48388 -0.14482
H -4.24119 6.57328 0.32898
H -2.75610 -7.95927 0.25909
H -3.95867 -4.36407 3.29206
H 7.97067 1.64092 5.72658
H -5.65954 -1.28638 -0.42527
N 1.24195 2.28983 6.97758
H 1.81794 0.29945 8.72972
H 2.25178 1.44684 10.06825
C -5.51743 3.84919 -2.10663
C -5.16924 -2.84313 -4.78368
H 1.85173 -5.22333 -2.58876
H 0.44274 1.46808 -5.85310
H -0.04525 2.00492 10.23088
H 7.67152 4.41564 2.56208
C 4.00886 -5.10568 -4.30585
H 0.98880 6.24309 -3.31875
C 1.34716 -0.78563 -0.04104
O 3.90404 -1.28312 -3.79423
H 1.36839 4.79509 -4.26053
H -2.00755 6.53103 -3.83188
H 2.12377 -6.80807 -3.32970
H -7.31480 3.49417 0.56954
C -0.84102 2.58419 -4.45267
C 7.05868 4.16381 6.56472
O 2.68679 0.53290 -3.79557
H 6.05679 -0.99735 -2.93510
C 4.96591 3.41670 5.67711
C 2.39820 -0.07561 0.54586
C 0.57772 5.49556 -4.00591
C -5.00201 -1.48658 -1.27303
H -4.81481 -6.96533 3.40147
H 4.66727 -4.76665 -5.10037
H -6.91815 4.45806 1.92825
H -0.02164 -6.43880 -4.66513
C 0.51457 -3.78450 -5.15306
H 1.69716 -6.59011 -6.34146
H 6.09935 1.17775 4.70370
C 8.74330 -3.27644 0.66636
H 1.78727 3.86198 9.88382
H 9.46993 2.56094 6.04583
N 1.91324 -3.96426 -4.91861
C -2.24749 -7.72873 2.25056
H -3.22231 -1.18118 -3.96765
C -6.92000 3.13709 -2.24346
C 4.74974 3.96158 3.21415
C 1.00998 2.88818 4.63169
N -1.39052 3.89881 -4.21525
C 6.70837 0.46928 -1.43963
C 1.85246 3.75139 8.78593
C 1.30691 4.61912 6.54343
H -7.07892 -1.79591 -5.32350
H -2.29344 2.19850 -6.04727
H -5.08910 -4.85361 -3.96675
H 2.06523 2.69475 4.39592
C -5.18980 6.25126 0.76114
H 4.67813 5.03957 3.34420
C 1.70421 -5.82026 -3.51346
C -3.14157 -5.05396 3.38944
H -0.07411 -5.39864 -6.53307
H -0.20886 0.91356 -3.28654
N 3.64136 -0.13805 -3.38526
H -7.76743 -3.28686 -3.79411
C 1.12657 4.85255 8.07157
H -6.19687 -4.64382 -5.31577
C -6.06103 -1.91854 -5.66086
H -2.47838 -4.61343 4.14158
O -6.47407 5.94480 -1.76302
C 4.59877 0.48769 -2.45145
C -1.56140 -6.38121 2.03050
H -2.03975 -3.72761 0.46084
H 3.22415 -7.02972 -5.85353
H 5.22015 3.75315 2.24954
N 7.03716 -2.00279 1.78470
H 0.71586 2.73176 1.50423
H 9.06094 2.23501 4.44058
H 5.46505 3.41832 7.78569
C 4.97352 2.13097 -0.81258
C -3.33215 -7.93400 1.19867
H 3.41348 -0.41229 0.42033
H -4.21584 4.81990 -3.56905
C 6.23680 1.58090 -0.73651
N -4.75935 -2.19009 -3.54085
H -5.57744 -0.97717 -5.81631
H 2.35570 4.65643 6.27825
H 1.37228 3.06473 -2.96226
C 0.10668 -0.23365 0.16176
H 0.74761 5.39945 6.01523
H 0.72206 -1.73203 -5.86534
C 5.84745 -0.13227 -2.32914
H -0.84160 -6.20460 2.82586
H -5.71933 2.03446 -0.07229
H -7.25873 2.63164 -1.33629
C -0.22834 -4.41031 -3.96070
H 6.15428 1.64119 3.01293
H 4.06861 2.81454 5.67837
H -3.43936 -2.19057 -5.98119
C -0.49744 1.97357 -3.11339
C 6.53084 -3.02013 -0.34811
O 7.58235 3.56698 3.00408
C 2.50864 -5.25669 -4.68620
C 2.15257 1.13590 1.16405
O -1.58566 4.54960 -5.52848
H -4.74436 3.67088 1.77172
C -5.76093 -1.89219 -2.53343
*
```

Löwdin atomic charge list, values in e, 8 entries: -0.0231 0.0900 -0.0343 -0.1571 0.0558 0.0868 0.1143 0.1156

=====

A molecular structure, C22H18N6OPt, computed with ωB97M-V/def2-TZVPD.

The gap between HOMO and LUMO (alpha / beta) comes out at 6.23 / 6.09 eV. The calculation puts the energy relative to the best compared isomer or geometry (same formula, charge and spin) at 0.028 eV. Its lowest unoccupied orbital energy (alpha / beta) is -0.31 / -0.39 eV.

```
! RIJCOSX wB97M-V def2-TZVPD def2/J DEFGRID3
* xyz 0 3
C -2.97276 2.03718 -2.51418
C -3.37576 2.24877 -0.27522
C 7.33208 -0.37078 1.07984
O -4.66950 -1.55988 -2.50404
N -3.12855 1.46358 -1.31267
C 1.69392 -0.95383 -0.61874
H 3.85907 -2.45105 -1.60838
Pt -3.18551 -1.03520 -1.65673
C 5.27589 -1.45185 -0.36862
C -3.63652 0.46636 1.56775
H -4.22561 -0.87036 4.61544
C -3.92831 0.41358 2.94045
C -0.21874 -1.78463 -1.78389
C 3.12933 -0.93075 -0.30804
H -3.53253 2.45687 1.70575
C 6.55172 -1.95785 -0.59115
N 3.66866 -0.12751 0.56630
N -3.55302 1.73535 1.00539
C -3.80658 -1.96516 2.80363
H 8.16579 0.03541 1.63673
H -3.35207 5.28936 -1.75069
C 7.57170 -1.39624 0.15144
N 4.04426 -1.75612 -0.90855
H -3.86781 -2.94969 3.24334
C 0.84626 -0.07490 0.04326
C 5.01873 -0.42944 0.55293
C -4.00386 -0.81100 3.55792
H -2.89611 3.79750 -3.72522
H -2.80047 1.33651 -3.32250
C -0.50164 -0.10704 -0.25320
C -3.53953 -1.81296 1.46203
N -1.03441 -0.94397 -1.14701
H -4.10103 1.32400 3.50125
H -3.69079 4.26017 0.46236
H 1.74369 -2.53253 -2.10386
H 8.58349 -1.75485 0.01567
C 6.06198 0.12446 1.29315
C -3.28614 4.21526 -1.63636
H -3.39509 -2.66610 0.80957
H 1.24508 0.61401 0.77266
H -1.19757 0.55851 0.23588
H -0.70016 -2.43868 -2.49669
C 1.14400 -1.82277 -1.55119
N -3.44398 -0.62684 0.84628
H 5.86821 0.91404 2.00623
C -3.03278 3.39469 -2.73252
C -3.46830 3.64437 -0.40047
H 6.74128 -2.74801 -1.30536
*
```

Löwdin atomic charge list, values in e, 8 entries: -0.1375 -0.3042 -0.0939 -0.7282 0.0340 -0.1321 0.1499 0.8644

=====

A molecular structure, C12H34N2O10PY, computed with ωB97M-V/def2-TZVPD.

The gap between HOMO and LUMO comes out at 6.33 eV. The calculation puts the energy relative to the best compared isomer or geometry (same formula, charge and spin) at 0.000 eV. Its lowest unoccupied orbital energy is -0.23 eV.

```
! RIJCOSX wB97M-V def2-TZVPD def2/J DEFGRID3
* xyz 0 1
O -0.55037 2.44781 2.73891
H -0.83799 -3.69613 -4.02792
H -1.73918 -2.84710 -0.23118
C 1.90920 -2.11103 1.82764
H -1.58499 -1.01288 -2.66190
H 2.28566 -2.76022 -1.29685
H 3.32280 3.24815 0.09394
H 0.87769 -3.35852 -3.76402
H -0.24327 -2.06014 -4.35034
N -0.86896 -0.96512 -0.04238
H 1.31879 0.23497 -1.70966
C -0.11610 -2.93157 -3.69815
P -2.07847 1.99356 2.82218
C 2.18890 -1.24309 4.11745
O 1.71410 -1.82706 0.43334
O 1.50725 2.62788 0.92235
C -3.28291 -1.35274 -0.41963
N 0.87578 0.00858 2.39404
H 2.24684 -3.81988 0.11084
C 2.35074 2.85025 -0.20866
H 0.90207 0.81386 3.04101
H -1.57569 4.59510 -2.15740
C -1.71355 3.71936 -1.50881
C -1.57619 -2.01060 -2.17918
O -2.78372 2.23274 4.03271
H 0.72909 -3.33117 -0.60122
O -0.73381 3.61295 -0.47994
H -3.98976 -1.69718 -1.19043
C -1.64079 2.49834 -2.37100
O -2.52119 2.63161 1.42450
O -0.34149 -2.58957 -2.35335
O 1.24876 0.97177 -1.09538
H 3.08177 0.87930 -0.14740
H -0.88908 -1.33225 0.91666
H -0.56004 4.49971 -0.15142
H 1.62518 3.35696 1.54345
H -2.22256 0.63539 -1.93133
O -1.76682 1.35994 -1.50146
H 0.09223 -1.26212 -0.26923
H 2.92342 -0.30779 2.23214
H 3.09394 1.60247 -1.79939
H -2.36366 -2.60597 -2.66189
H 1.20824 -1.47095 4.51484
C 2.53792 1.50179 -0.86463
H 2.70585 -0.45369 4.65887
H -3.64727 -1.73803 0.52592
H 1.90602 3.58028 -0.89620
O -1.91208 0.51579 2.23835
C -1.87241 -1.87258 -0.71006
H -0.68376 2.47150 -2.90701
H 2.83631 -2.12278 4.22783
H 2.81559 -2.72615 1.92019
H 0.07114 -0.45203 2.84641
H -2.68840 3.86260 -1.03200
H -2.44889 2.49298 -3.10515
Y -0.68327 1.53129 0.70683
H -3.34106 -0.26734 -0.42860
H 1.08102 -2.73333 2.21703
C 1.74267 -2.96822 -0.37645
C 2.05878 -0.84968 2.62220
*
```

Löwdin atomic charge list, values in e, 8 entries: -0.4909 0.0970 0.1430 -0.1988 0.1241 0.0920 0.1315 0.0892

=====

Q: What is the formula in the first record?
A: C3H6N4S